2 unconnected molecules or ions with the total composition C12H23N4O6. Source: the Open Molecules 2025 dataset; level of theory: ωB97M-V/def2-TZVPD.

XYZ file:
```
45
Properties=species:S:1:pos:R:3:lowdin_charge:R:1
O -3.333 -1.066 1.522 0.0330
O 4.277 0.676 -1.829 0.0309
O 0.085 -4.009 2.476 -0.0720
O -0.410 1.089 1.956 0.0312
O 2.179 -3.658 1.843 -0.0853
O -1.447 1.072 -0.942 -0.0886
C -2.509 -1.495 0.721 -0.5577
C 3.506 0.020 -2.504 -0.5529
C 1.050 -3.261 2.205 -0.7644
C -0.753 0.174 2.707 -0.4495
N 3.776 -1.315 -2.599 0.1485
N -1.225 0.400 3.939 0.0262
N 0.429 2.926 -3.596 0.0316
N -1.209 -1.592 0.980 0.1303
C -2.954 -1.970 -0.641 -0.0047
C -1.430 1.726 4.514 -0.0648
C -0.996 2.182 -1.726 -0.2244
C 2.292 0.642 -3.176 -0.1185
C 1.289 1.160 -2.132 -0.1496
C 0.037 1.759 -2.788 -0.3944
C 0.854 -1.746 2.333 -0.0716
C -0.619 -1.301 2.291 -0.2240
H -1.022 1.067 -0.052 0.0606
H 4.438 -1.655 -1.905 0.1148
H 3.012 -1.922 -2.875 0.0974
H -1.506 -0.407 4.475 0.1375
H -0.386 3.348 -4.039 0.0670
H 0.923 3.609 -3.021 0.0785
H -0.612 -2.013 0.289 0.1501
H -4.017 -1.767 -0.755 0.0782
H -2.395 -1.434 -1.405 0.0643
H -2.766 -3.039 -0.719 0.0809
H -0.477 2.255 4.565 0.0816
H -1.855 1.639 5.515 0.0782
H -2.114 2.291 3.878 0.0846
H -0.564 2.943 -1.068 0.1225
H -1.859 2.628 -2.230 0.1100
H 2.633 1.462 -3.813 0.1137
H 1.809 -0.100 -3.816 0.1102
H 1.770 1.917 -1.504 0.1271
H 0.998 0.328 -1.481 0.1208
H -0.424 1.009 -3.440 0.1415
H 1.400 -1.241 1.533 0.1132
H 1.285 -1.431 3.285 0.1218
H -1.158 -1.899 3.029 0.1361
```

## Properties
highest occupied orbital energy: -4.544 eV
M: 319.34 g/mol
charge: -1
relative energy (zero: lowest compared OMol25 entry of this formula, charge and spin): 0.028 eV



A molecular structure, C12H23NO3P2Zn. Source: the Open Molecules 2025 dataset; level of theory: ωB97M-V/def2-TZVPD.

XYZ file:
```
42
Properties=species:S:1:pos:R:3:lowdin_charge:R:1
Zn 3.385 1.128 0.504 0.7940
O -0.328 0.971 -2.013 0.0536
C -0.390 0.667 -3.169 -0.4494
O 0.038 -1.852 -1.767 0.1169
C 0.516 -1.627 -2.845 -0.4759
O 1.363 -2.424 -3.539 0.0573
N 0.212 -0.497 -3.638 0.0590
C 1.199 -2.102 -4.995 -0.0509
C 0.346 -0.859 -5.049 -0.1118
H 0.687 -2.967 -5.407 0.1332
H 2.194 -1.952 -5.445 0.1408
H -0.644 -1.132 -5.434 0.1374
H 0.807 -0.069 -5.634 0.1378
C -1.134 1.456 -4.185 -0.0528
C -1.632 2.671 -3.808 0.0961
H -1.254 0.980 -5.176 0.1051
H -1.335 3.077 -2.845 0.0706
H -2.329 3.164 -4.501 0.0853
C -1.748 -1.333 0.900 -0.2204
P -2.814 0.132 1.131 1.1694
C -3.546 -0.215 2.789 -0.2113
C -1.523 1.395 1.554 -0.3866
C -0.518 1.143 2.659 -0.3597
P 1.180 0.603 2.093 0.8152
C 2.336 1.615 3.109 -0.3645
C 1.323 -1.044 2.894 -0.2665
H -2.427 -2.161 0.602 0.0769
H -1.204 -1.631 1.814 0.0593
H -1.047 -1.192 0.055 0.0308
H -2.795 -0.543 3.531 0.0700
H -4.056 0.690 3.148 0.0658
H -4.305 -1.010 2.660 0.0702
H -0.968 1.557 0.615 0.0649
H -2.107 2.291 1.801 0.0945
H -0.324 2.073 3.192 0.0946
H -0.869 0.472 3.439 0.0714
H 2.009 1.844 4.118 0.0661
H 3.299 1.134 3.199 0.0226
H 2.469 2.572 2.617 0.0215
H 1.125 -1.847 2.163 0.0471
H 0.635 -1.198 3.741 0.0616
H 2.343 -1.196 3.291 0.0605
```

## Properties
highest occupied orbital energy (spin up / spin down): -15.094 / -15.094 eV
M: 356.66 g/mol
charge: +2
relative energy (zero: lowest compared OMol25 entry of this formula, charge and spin): 4.252 eV



A molecular structure, C12H24AgAs2F12O9. Source: the Open Molecules 2025 dataset; level of theory: ωB97M-V/def2-TZVPD.

XYZ file:
```
60
Properties=species:S:1:pos:R:3:lowdin_charge:R:1
Ag 0.199 -0.489 -0.202 0.7975
As 3.268 -0.992 -2.510 0.8234
F 1.604 -1.416 -1.936 -0.3298
F 3.528 -2.682 -2.836 -0.2477
F 4.815 -0.475 -3.077 -0.2538
F 2.921 0.703 -2.059 -0.2657
F 3.839 -1.244 -0.840 -0.2855
F 2.615 -0.749 -4.133 -0.2766
As 0.137 -4.201 0.167 0.7530
F 0.254 -2.668 1.061 -0.3188
F 0.772 -5.081 1.525 -0.2665
F -0.134 -5.659 -0.767 -0.2695
F -0.550 -3.217 -1.117 -0.2869
F 1.757 -4.128 -0.439 -0.2411
F -1.480 -4.333 0.835 -0.2832
C 4.066 2.903 0.013 -0.0649
C 2.589 2.652 0.138 -0.2173
O 1.973 3.261 -1.005 0.0509
C 1.014 2.603 -1.617 -0.6137
O 0.453 1.598 -1.262 0.0451
O 0.663 3.287 -2.691 0.0231
C -0.173 2.779 -3.688 -0.0483
H 4.381 2.290 -0.838 0.0816
H 4.663 2.414 0.790 0.0826
H 4.301 3.962 0.084 0.0783
H 2.222 3.229 0.993 0.1242
H 2.405 1.579 0.147 0.1070
H 0.171 2.974 -4.701 0.0958
H -1.144 3.290 -3.657 0.0898
H -0.418 1.732 -3.499 0.0917
C -4.188 -0.390 -3.376 -0.0475
C -3.649 0.686 -2.435 -0.1938
O -4.125 0.412 -1.105 0.0361
C -3.385 -0.397 -0.367 -0.6232
O -2.202 -0.532 -0.433 0.0725
O -4.109 -0.853 0.645 0.0138
C -3.439 -1.634 1.637 -0.0144
H -3.763 -0.281 -4.377 0.0801
H -5.271 -0.347 -3.354 0.0797
H -3.745 -1.342 -3.075 0.0876
H -4.143 1.625 -2.683 0.1197
H -2.568 0.806 -2.394 0.1098
H -3.595 -2.705 1.550 0.0963
H -3.885 -1.212 2.542 0.0960
H -2.372 -1.413 1.687 0.0794
C 1.187 -1.702 5.026 -0.0521
C 1.550 -0.385 4.358 -0.2135
O 0.413 0.472 4.268 0.0591
C -0.064 0.762 3.083 -0.6030
O 0.160 0.090 2.106 0.0607
O -0.920 1.778 3.156 0.0159
C -1.477 2.163 1.881 0.0015
H 0.597 -1.577 5.930 0.0771
H 2.105 -2.270 5.165 0.0827
H 0.579 -2.249 4.299 0.0819
H 2.169 -0.448 3.466 0.1312
H 2.249 0.085 5.062 0.1166
H -2.185 2.964 2.087 0.0963
H -1.971 1.312 1.421 0.0835
H -0.663 2.659 1.352 0.0948
```

## Properties
highest occupied orbital energy: -7.500 eV
M: 798.00 g/mol
charge: -1
relative energy (zero: lowest compared OMol25 entry of this formula, charge and spin): 0.350 eV



A molecular structure, C12H24AsF12N6PTl. Source: the Open Molecules 2025 dataset; level of theory: ωB97M-V/def2-TZVPD.

XYZ file:
```
57
Properties=species:S:1:pos:R:3:lowdin_charge:R:1
Tl -1.252 -1.150 -1.144 1.0476
C 0.803 0.473 -3.399 -0.0463
N 2.015 -0.259 -3.073 -0.0418
C 3.075 -0.349 -4.070 -0.0630
C 4.260 -0.909 -3.277 -0.0717
N 3.781 -0.881 -1.895 -0.0474
C 4.633 -1.407 -0.841 -0.0055
C 2.472 -0.559 -1.849 -0.2888
N 1.657 -0.610 -0.791 0.1740
C 2.098 -0.500 0.551 -0.1687
C 1.028 -0.131 1.602 -0.1890
N -0.164 -0.872 1.567 0.1795
C -1.191 -0.738 2.403 -0.3205
N -1.522 0.337 3.151 -0.0347
C -0.869 1.629 3.161 0.0106
C -2.915 0.233 3.572 -0.0724
C -3.280 -1.223 3.267 -0.0652
N -2.117 -1.696 2.530 -0.0614
C -2.152 -2.952 1.817 -0.0239
H 1.069 1.404 -3.901 0.1148
H 0.269 0.747 -2.497 0.0023
H 0.169 -0.114 -4.066 0.1080
H 3.275 0.637 -4.493 0.1407
H 2.768 -1.011 -4.880 0.1398
H 5.160 -0.301 -3.366 0.1388
H 4.502 -1.933 -3.565 0.1362
H 5.516 -1.835 -1.307 0.1028
H 4.143 -2.198 -0.274 0.0928
H 4.953 -0.621 -0.157 0.1022
H 2.910 0.224 0.668 0.1430
H 2.488 -1.487 0.857 0.1417
H 0.801 0.932 1.391 0.1020
H 1.510 -0.148 2.587 0.1527
H -0.913 2.099 2.175 0.0947
H 0.165 1.559 3.492 0.0974
H -1.407 2.284 3.841 0.1115
H -3.525 0.926 2.988 0.1287
H -3.006 0.497 4.625 0.1384
H -4.173 -1.292 2.645 0.1247
H -3.435 -1.821 4.167 0.1361
H -2.335 -3.766 2.519 0.1072
H -1.199 -3.121 1.321 0.0707
H -2.959 -2.943 1.080 0.0892
F -0.245 1.261 -0.643 -0.3243
P 0.268 2.867 -0.922 0.2053
F 0.806 4.325 -1.145 -0.0859
F -1.025 3.363 -0.132 -0.1127
F 1.594 2.212 -1.617 -0.1602
F 1.081 2.765 0.527 -0.1840
F -0.497 2.822 -2.306 -0.1022
F -3.208 0.606 -1.869 -0.3088
As -4.227 0.527 -0.455 0.7508
F -5.639 0.415 -1.381 -0.1853
F -4.259 2.206 -0.242 -0.1845
F -5.072 0.278 1.053 -0.2395
F -2.695 0.453 0.517 -0.3408
F -3.990 -1.252 -0.522 -0.3555
```

## Properties
highest occupied orbital energy (spin up / spin down): -12.839 / -12.385 eV
M: 790.62 g/mol
charge: +1



A molecular structure, C12H24Br12. Source: the Open Molecules 2025 dataset; level of theory: ωB97M-V/def2-TZVPD.

XYZ file:
```
48
Properties=species:S:1:pos:R:3:lowdin_charge:R:1
Br 0.229 2.324 0.974 0.7557
C 2.085 2.155 0.272 -0.5131
C 2.091 1.142 -0.831 -1.0790
Br 3.930 1.098 -1.555 0.6879
H 2.614 1.616 1.057 0.0649
H 2.441 3.134 -0.048 0.0720
H 1.433 1.426 -1.652 -0.0397
H 1.842 0.116 -0.563 -0.3294
Br 0.829 0.669 5.488 0.5200
C -0.164 1.083 3.744 -0.8028
C -1.706 1.162 3.994 -0.5472
Br -2.552 1.499 2.245 1.0188
H 0.033 0.331 2.979 -0.2492
H 0.196 2.053 3.400 -0.0322
H -2.063 1.955 4.651 0.0562
H -1.966 0.176 4.381 0.0461
Br 1.947 -4.541 2.799 0.5747
C 1.812 -2.852 1.703 -0.7486
C 3.104 -2.696 0.790 -0.4958
Br 2.711 -1.167 -0.393 0.8428
H 1.858 -2.023 2.409 -0.0172
H 0.915 -2.736 1.096 -0.0624
H 3.331 -3.571 0.181 0.0551
H 3.967 -2.482 1.420 0.0601
Br 1.001 -0.291 -2.012 0.9259
C 1.009 -0.991 -3.873 -0.5045
C 0.108 -0.190 -4.800 -0.5941
Br 0.494 -0.968 -6.627 0.5765
H 0.675 -2.028 -3.825 0.0640
H 2.030 -0.966 -4.252 0.0600
H 0.379 0.865 -4.842 0.0569
H -0.964 -0.246 -4.614 0.0598
Br -1.887 -3.053 -0.205 0.6800
C -0.571 -1.684 -0.619 -0.8599
C -0.713 -0.530 0.298 -0.6173
Br -0.305 -1.127 2.165 0.9730
H -0.753 -1.244 -1.600 -0.0139
H 0.463 -2.026 -0.650 -0.0276
H -1.715 -0.104 0.258 -0.0004
H 0.052 0.213 0.071 -0.0628
Br -1.771 3.138 -0.876 0.5721
C -2.909 1.779 0.076 -0.8878
C -4.137 1.453 -0.772 -0.5387
Br -5.267 3.171 -0.867 0.5193
H -3.106 2.163 1.077 -0.2691
H -2.280 0.890 0.125 -0.0654
H -4.792 0.686 -0.357 0.0655
H -3.958 1.218 -1.822 0.0508
```

## Properties
highest occupied orbital energy: -8.894 eV
M: 1127.17 g/mol
relative energy (zero: lowest compared OMol25 entry of this formula, charge and spin): 18.820 eV



6 unconnected molecules or ions with the total composition C12H24Cl12. Source: the Open Molecules 2025 dataset; level of theory: ωB97M-V/def2-TZVPD.

XYZ file:
```
48
Properties=species:S:1:pos:R:3:lowdin_spin:R:1
Cl 3.551 1.150 0.306 0.1628
C 3.519 0.599 2.081 0.1585
C 4.032 -0.862 2.214 0.0701
Cl 2.935 -1.950 1.273 0.0525
H 2.558 0.755 2.570 0.0672
H 4.206 1.338 2.495 0.0562
H 4.056 -1.184 3.255 0.0377
H 5.007 -1.087 1.782 0.0084
Cl -2.238 4.351 2.528 0.0240
C -2.069 3.979 4.233 0.0277
C -2.392 2.525 4.440 0.0288
Cl -1.283 1.569 3.633 0.1320
H -2.782 4.630 4.737 0.0030
H -1.102 4.252 4.655 0.0126
H -3.373 2.133 4.175 0.0018
H -2.236 2.412 5.513 0.0087
Cl -2.137 -2.602 -3.908 0.0021
C -2.307 -1.372 -5.097 0.0002
C -2.452 0.022 -4.496 0.0002
Cl -2.963 1.200 -5.658 0.0003
H -3.296 -1.585 -5.504 0.0000
H -1.546 -1.589 -5.847 0.0000
H -1.509 0.436 -4.137 0.0000
H -3.169 0.005 -3.675 0.0000
Cl 1.800 3.982 -3.445 0.0034
C 2.084 3.553 -1.698 0.0081
C 3.557 4.076 -1.511 0.0069
Cl 3.786 5.849 -1.629 0.0149
H 2.022 2.468 -1.606 0.0019
H 1.406 4.019 -0.984 0.0058
H 4.174 3.622 -2.286 0.0008
H 3.966 3.826 -0.532 0.0055
Cl 0.219 -5.616 0.997 0.0051
C -1.488 -5.375 0.710 0.0023
C -2.087 -6.554 -0.033 0.0010
Cl -1.572 -6.611 -1.732 0.0005
H -1.631 -4.386 0.275 0.0007
H -2.001 -5.182 1.653 0.0009
H -3.144 -6.299 -0.105 0.0003
H -2.124 -7.530 0.452 0.0001
Cl -0.444 -2.139 1.270 0.0367
C -0.713 -0.534 0.524 0.0167
C 0.288 -0.090 -0.524 0.0110
Cl -0.361 0.885 -1.764 0.0098
H -0.838 0.101 1.402 0.0045
H -1.614 -0.682 -0.072 0.0008
H 0.674 -1.027 -0.925 0.0004
H 1.030 0.519 -0.006 0.0075
```

## Properties
highest occupied orbital energy (spin up / spin down): 0.381 / -7.533 eV
spin multiplicity: 2
M: 593.76 g/mol
charge: -1
relative energy (zero: lowest compared OMol25 entry of this formula, charge and spin): 0.764 eV